Entry 1:
The following is a quantum chemistry calculation of C31H74N3O10Sr as an isolated structure at a distorted geometry, from the OMol25 dataset.

Each line ends with the Löwdin charge.
Geometry (Å):
1 Sr 5.294 -2.559 -2.629  1.78
2 C 1.665 -0.697 -0.526  0.03
3 C 2.812 -1.384 -1.209  -0.72
4 O 2.983 -1.207 -2.433  -0.12
5 O 3.663 -2.090 -0.573  -0.19
6 H 1.942 0.249 -0.060  0.09
7 H 1.234 -1.301 0.271  0.09
8 H 0.914 -0.368 -1.245  0.07
9 C -0.280 -3.256 -2.165  -0.18
10 O -0.953 -4.092 -3.061  -0.11
11 H -0.936 -2.698 -1.496  0.09
12 H 0.377 -3.868 -1.547  0.09
13 H 0.248 -2.589 -2.846  0.05
14 H -1.615 -4.677 -2.687  0.09
15 C 2.467 -3.581 -4.650  -0.06
16 O 3.839 -3.900 -4.249  -0.28
17 H 2.223 -2.563 -4.348  0.06
18 H 2.410 -3.682 -5.734  0.10
19 H 1.787 -4.250 -4.122  0.09
20 H 4.135 -4.752 -4.578  0.09
21 O 5.002 0.764 0.499  -0.02
22 H 5.205 1.578 0.039  0.06
23 H 4.813 0.135 -0.198  0.00
24 O 3.730 -2.739 2.254  -0.04
25 H 3.777 -2.703 1.299  -0.01
26 H 4.466 -3.294 2.510  0.06
27 O 3.131 0.007 2.724  -0.05
28 H 3.134 -0.947 2.639  -0.03
29 H 3.840 0.301 2.152  -0.01
30 C 0.186 -2.639 3.224  -0.03
31 C -0.444 -2.285 4.597  -0.47
32 C -0.923 -3.660 5.110  -0.16
33 C 0.227 -4.532 5.601  -0.17
34 C 0.911 -3.800 6.723  -0.18
35 C 1.507 -2.514 6.368  -0.48
36 N 0.461 -1.682 5.629  -0.12
37 O 0.884 -0.424 5.324  0.01
38 C 1.930 -1.767 7.667  -0.02
39 C 2.767 -2.747 5.478  -0.03
40 C -1.693 -1.392 4.441  -0.03
41 H -0.608 -3.129 2.662  0.08
42 H 1.151 -3.147 3.211  0.06
43 H 0.406 -1.725 2.671  0.06
44 H -1.645 -3.585 5.922  0.13
45 H -1.309 -4.209 4.251  0.11
46 H 0.885 -4.663 4.742  0.10
47 H -0.164 -5.481 5.967  0.12
48 H 1.762 -4.408 7.027  0.12
49 H 0.301 -3.687 7.619  0.13
50 H 2.339 -0.784 7.435  0.08
51 H 1.189 -1.620 8.452  0.09
52 H 2.705 -2.367 8.145  0.08
53 H 3.574 -3.109 6.114  0.08
54 H 2.806 -3.405 4.610  0.06
55 H 3.092 -1.792 5.063  0.07
56 H -2.541 -1.960 4.059  0.08
57 H -1.447 -0.572 3.766  0.07
58 H -2.013 -1.001 5.407  0.09
59 H 1.515 -0.622 4.628  0.06
60 C -3.071 6.655 0.568  -0.04
61 C -1.986 5.795 1.237  -0.47
62 C -2.837 4.553 1.727  -0.14
63 C -1.937 3.498 2.249  -0.22
64 C -1.038 2.993 1.167  -0.13
65 C -0.130 4.141 0.602  -0.48
66 N -0.888 5.392 0.342  -0.12
67 O -0.144 6.393 -0.236  0.01
68 C 0.996 4.274 1.590  -0.04
69 C 0.473 3.649 -0.732  -0.04
70 C -1.464 6.604 2.451  -0.03
71 H -2.620 7.510 0.065  0.08
72 H -3.703 7.066 1.355  0.08
73 H -3.803 6.128 -0.044  0.08
74 H -3.476 4.958 2.512  0.12
75 H -3.478 4.089 0.976  0.12
76 H -2.506 2.668 2.668  0.12
77 H -1.430 3.949 3.102  0.11
78 H -1.658 2.494 0.422  0.11
79 H -0.430 2.210 1.620  0.12
80 H 0.695 4.676 2.557  0.07
81 H 1.535 3.340 1.749  0.09
82 H 1.762 4.912 1.148  0.08
83 H 1.246 2.893 -0.592  0.07
84 H -0.280 3.216 -1.389  0.06
85 H 0.981 4.381 -1.359  0.08
86 H -1.018 7.541 2.118  0.08
87 H -0.697 6.086 3.026  0.06
88 H -2.308 6.935 3.057  0.08
89 H 0.455 6.648 0.469  0.09
90 C 0.020 1.301 -4.048  -0.01
91 C -1.316 0.541 -4.451  -0.45
92 C -2.222 1.602 -5.122  -0.15
93 C -3.402 0.987 -5.879  -0.16
94 C -2.863 -0.009 -6.969  -0.12
95 C -2.029 -1.112 -6.320  -0.46
96 N -0.976 -0.512 -5.420  -0.13
97 O -0.048 -1.413 -4.974  -0.02
98 C -2.981 -2.204 -5.580  0.01
99 C -1.294 -1.785 -7.441  -0.07
100 C -2.050 -0.054 -3.221  -0.01
101 H 0.526 1.705 -4.924  0.09
102 H 0.657 0.641 -3.459  0.06
103 H -0.193 2.171 -3.427  0.06
104 H -2.531 2.327 -4.369  0.12
105 H -1.699 2.291 -5.784  0.12
106 H -3.944 1.862 -6.238  0.11
107 H -4.005 0.480 -5.125  0.09
108 H -2.297 0.523 -7.734  0.12
109 H -3.783 -0.380 -7.418  0.12
110 H -3.678 -2.639 -6.296  0.08
111 H -2.369 -3.067 -5.317  0.06
112 H -3.456 -1.731 -4.721  0.05
113 H -1.887 -2.145 -8.282  0.09
114 H -0.618 -1.084 -7.931  0.09
115 H -0.704 -2.631 -7.089  0.07
116 H -1.994 0.647 -2.389  0.08
117 H -1.553 -0.969 -2.900  0.05
118 H -3.111 -0.301 -3.272  0.07
119 H -0.559 -1.813 -4.266  0.04

Computed properties:
**Highest occupied orbital energy**: -0.3378 hartree
**Kohn-Sham gap**: 0.1444 Ha
**E**: -59118.55551 eV
**Net charge**: +1
**Max |F|**: 3.78 eV/A
**Multiplicity**: 1



Entry 2:
The following is a quantum chemistry calculation of a 3-piece molecular cluster, C28H57IN3O8P2 overall at a distorted geometry, from the OMol25 dataset.

Each line ends with the Löwdin charge.
Geometry (Å):
1 C -0.892 5.599 2.912  -0.10
2 C -0.462 4.426 3.807  -0.23
3 C 0.403 3.334 3.115  -0.16
4 C 0.436 3.438 1.574  -0.13
5 N 1.056 2.250 0.945  0.03
6 C 2.314 2.535 0.259  -0.14
7 C 2.101 3.542 -0.929  -0.14
8 P 1.571 2.766 -2.494  0.49
9 O 0.857 3.781 -3.268  -0.25
10 O 2.795 2.256 -3.404  -0.17
11 C 3.886 1.595 -2.739  -0.26
12 C 3.611 0.131 -2.425  -0.07
13 O 0.532 1.607 -2.099  -0.25
14 C -0.035 0.940 -3.253  -0.26
15 C -1.522 1.312 -3.380  -0.05
16 C 0.512 1.060 1.013  -0.35
17 N -0.725 0.890 1.608  0.07
18 C -1.892 1.399 0.805  -0.68
19 I -3.287 -0.157 0.224  0.92
20 C -2.736 2.408 1.618  -0.29
21 C -3.436 3.365 0.592  -0.09
22 N 1.209 -0.020 0.491  -0.13
23 C 2.426 -0.459 1.247  -0.11
24 C 2.274 -1.601 2.238  -0.38
25 C 1.137 -1.441 3.274  -0.02
26 O 2.259 -2.854 1.577  -0.15
27 C 2.756 -3.904 2.408  -0.13
28 C 2.176 -5.211 1.901  -0.20
29 C 1.698 -6.178 2.748  -0.05
30 C 1.158 -7.326 2.231  -0.10
31 C 1.061 -7.559 0.891  -0.08
32 C 1.555 -6.597 0.027  -0.07
33 C 2.097 -5.446 0.538  -0.05
34 P 0.259 -1.211 -0.325  0.86
35 O 1.443 -1.958 -1.182  -0.24
36 O -0.385 -2.244 0.793  -0.28
37 H -0.046 6.182 2.542  0.08
38 H -1.565 5.298 2.106  0.05
39 H -1.485 6.275 3.535  0.08
40 H -1.341 3.923 4.220  0.10
41 H 0.069 4.845 4.664  0.11
42 H 0.153 2.334 3.467  0.10
43 H 1.440 3.513 3.431  0.11
44 H 1.067 4.299 1.361  0.12
45 H -0.530 3.660 1.126  0.11
46 H 2.815 1.660 -0.143  0.09
47 H 3.008 3.034 0.943  0.14
48 H 1.385 4.321 -0.682  0.09
49 H 3.070 4.002 -1.144  0.11
50 H 4.247 2.124 -1.850  0.10
51 H 4.723 1.621 -3.443  0.13
52 H 2.762 0.075 -1.735  0.03
53 H 3.363 -0.460 -3.307  0.09
54 H 4.460 -0.338 -1.918  0.09
55 H -0.001 -0.140 -3.088  0.08
56 H 0.514 1.132 -4.176  0.12
57 H -1.643 2.067 -4.156  0.08
58 H -1.901 1.693 -2.428  0.05
59 H -2.121 0.424 -3.595  0.08
60 H -0.851 -0.086 1.859  0.08
61 H -1.526 1.825 -0.129  0.06
62 H -3.545 1.914 2.152  0.08
63 H -2.110 3.032 2.250  0.06
64 H -3.371 4.413 0.897  0.07
65 H -2.991 3.297 -0.407  0.07
66 H -4.497 3.142 0.469  0.05
67 H 2.808 0.398 1.814  0.13
68 H 3.229 -0.716 0.549  0.12
69 H 3.204 -1.604 2.832  0.15
70 H 0.303 -2.121 3.106  0.08
71 H 0.823 -0.396 3.365  0.07
72 H 1.539 -1.688 4.261  0.08
73 H 3.839 -3.964 2.225  0.14
74 H 2.526 -3.749 3.465  0.13
75 H 1.744 -6.025 3.822  0.12
76 H 0.773 -8.074 2.919  0.11
77 H 0.603 -8.468 0.522  0.11
78 H 1.496 -6.745 -1.053  0.08
79 H 2.476 -4.701 -0.158  0.11
80 H 1.044 -2.744 -1.581  0.04
81 H -0.772 -2.979 0.294  0.07
82 C -8.522 2.710 -1.491  -0.09
83 C -7.547 2.664 -0.329  -0.32
84 O -6.793 3.872 -0.243  -0.10
85 H -7.988 2.871 -2.429  0.08
86 H -9.089 1.781 -1.564  0.08
87 H -9.224 3.539 -1.374  0.07
88 H -6.836 1.851 -0.459  0.10
89 H -8.080 2.509 0.615  0.11
90 H -7.415 4.595 -0.114  0.08
91 C 1.854 -4.286 -3.918  -0.09
92 C 1.675 -5.766 -4.188  -0.30
93 O 1.004 -6.412 -3.105  -0.10
94 H 2.425 -4.133 -3.000  0.07
95 H 2.375 -3.794 -4.741  0.08
96 H 0.879 -3.802 -3.786  0.07
97 H 2.641 -6.253 -4.303  0.12
98 H 1.099 -5.921 -5.105  0.11
99 H 0.142 -5.996 -3.006  0.08

Computed properties:
**Highest occupied orbital energy**: -0.4089 hartree
**Kohn-Sham gap**: 0.2971 Ha
**E**: -77485.11805 eV
**Net charge**: +1
**Max |F|**: 3.03 eV/A
**Multiplicity**: 1



Entry 3:
The following is a quantum chemistry calculation of a 2-piece molecular cluster, C4H11NO2 overall at a distorted geometry, from the OMol25 dataset.

Each line ends with the natural charge from an NBO analysis.
Geometry (Å):
1 C 0.759 -2.615 -1.474  0.51
2 N 0.016 -1.374 -1.941  -0.20
3 C -1.904 0.213 -1.506  -0.60
4 C -0.591 -0.489 -0.988  -0.12
5 C 0.426 0.560 -0.501  -0.58
6 O 0.779 -2.754 -0.304  -0.37
7 H 1.071 -3.264 -2.288  0.20
8 H -0.458 -1.460 -2.846  0.42
9 H -2.340 -0.546 -2.153  0.21
10 H -1.565 1.113 -2.008  0.24
11 H -2.633 0.354 -0.712  0.26
12 H -0.832 -1.079 -0.104  0.29
13 H 1.443 0.139 -0.447  0.23
14 H 0.411 1.479 -1.084  0.24
15 H 0.115 0.740 0.527  0.26
16 H 1.420 4.528 5.804  0.47
17 H 0.536 5.643 5.286  0.47
18 O 0.578 4.662 5.359  -0.94

Computed properties:
**Highest occupied orbital energy (alpha / beta)**: -0.4848 / -0.4848 hartree
**Kohn-Sham gap (alpha / beta)**: 0.3316 / 0.1613 Ha
**E**: -9901.79540 eV
**Net charge**: +1
**Relative energy (zero: lowest compared OMol25 entry of this formula, charge and spin)**: 1.200 eV
**Max |F|**: 2.31 eV/A
**Multiplicity**: 2